# 1
Here is C4H8OS2 in the gas phase from the Open Molecules 2025 dataset. Energies are from ωB97M-V/def2-TZVPD.

XYZ file:
```
15
Properties=species:S:1:pos:R:3:forces:R:3
C -0.893619 -0.259879 0.300675 0.24 -0.71 -0.40
C -0.030503 -1.340761 0.978405 -0.74 0.10 0.57
C 1.392431 0.466341 -0.382921 -0.15 -0.50 -0.58
C 0.040960 0.922131 0.196302 0.50 1.00 -0.40
H -0.601376 -1.141897 -1.399551 0.28 -0.24 -0.21
H -1.783925 0.011268 0.877589 0.15 -0.20 -0.11
H -0.482031 -2.334663 0.891601 0.16 0.18 -0.18
H 0.050589 -1.124461 2.051251 0.05 0.01 -0.21
H 2.263859 1.044560 -0.068361 -0.37 0.11 0.15
H 1.383123 0.479688 -1.487280 -0.09 -0.04 0.47
H 0.223007 1.269677 1.200663 0.01 0.21 0.47
H -1.133125 1.613376 -1.691036 -0.04 0.13 -0.01
O -1.341947 -0.695522 -0.985469 -0.21 0.31 0.56
S 1.599842 -1.278136 0.191558 0.02 0.16 -0.25
S -0.687284 2.368276 -0.673427 0.20 -0.53 0.12
```
Positions in Å, forces in eV/Å.

As for the SMILES: O[C@H]1CSC[C@H]1S. The gap between HOMO and LUMO comes out at 9.701 eV. The value obtained for the energy above the lowest of the compared OMol25 structures with the same formula, charge and spin is 0.0 kcal per mole.

# 2
Here is a molecular structure, C25H29ClN3O5PbS2 from the Open Molecules 2025 dataset. Energies are from ωB97M-V/def2-TZVPD.

XYZ file:
```
66
Properties=species:S:1:pos:R:3:forces:R:3
Pb -0.960548 1.390068 0.810929 -0.05 0.30 -0.05
C -5.723193 1.738340 2.194379 0.00 0.01 0.00
N -5.252389 0.402757 1.862169 -0.02 -0.03 0.03
C -3.984879 0.115857 1.538808 -0.08 0.08 -0.07
N -3.675989 -1.151727 1.237317 0.03 -0.07 0.01
O -3.120876 1.037661 1.519833 0.14 0.06 0.07
H -6.635778 1.952350 1.642259 0.00 0.00 0.00
H -4.963386 2.458324 1.909666 0.00 -0.01 -0.01
H -5.918776 1.830430 3.262074 0.00 0.00 0.01
H -5.906324 -0.358580 1.933884 0.00 0.02 -0.02
H -4.379220 -1.867645 1.211702 0.01 -0.01 -0.01
H -2.716268 -1.386681 1.014113 -0.02 0.03 -0.01
S -1.677677 2.510479 -1.449638 -0.08 -0.16 0.41
C -0.540939 2.223337 -2.757474 0.14 -0.06 -0.08
C -1.034123 1.694487 -3.953007 0.09 0.03 0.05
C -0.173768 1.490560 -5.019281 0.02 0.01 0.00
C 1.179928 1.775252 -4.890065 -0.02 -0.02 0.01
C 1.671607 2.301668 -3.702231 -0.03 -0.01 -0.03
C 0.812710 2.546164 -2.645636 -0.06 0.12 -0.02
H -2.086842 1.459476 -4.039988 -0.01 -0.02 0.01
H -0.559564 1.097815 -5.950553 0.00 -0.01 -0.01
H 1.852237 1.588422 -5.716437 0.00 0.01 -0.01
H 2.724567 2.523569 -3.595734 0.01 0.00 -0.01
H 1.195693 2.981990 -1.732008 -0.02 -0.05 0.03
Cl 3.966096 -0.253636 5.268426 0.02 0.00 0.02
C 2.771178 0.751859 4.552189 -0.05 0.01 -0.02
C 3.118886 1.557013 3.469878 0.01 -0.04 0.05
C 2.144305 2.315623 2.866000 -0.18 0.06 0.02
C 0.813772 2.290659 3.333106 0.43 -0.09 0.34
C -0.194947 2.997179 2.635800 -0.41 -0.30 -0.64
C 0.506199 1.500007 4.459076 -0.02 0.14 -0.15
C 1.473565 0.737412 5.065993 0.07 -0.02 -0.01
H 4.137499 1.562331 3.108425 0.00 -0.01 -0.01
H 2.393741 2.918226 2.000949 0.02 0.00 -0.01
H 0.102826 3.740734 1.904822 -0.03 0.13 0.11
H -1.177007 3.127987 3.075871 0.04 0.08 0.08
H -0.509355 1.487310 4.835800 -0.01 -0.02 0.01
H 1.247182 0.122236 5.925169 -0.01 0.00 0.00
C -1.143779 -3.366326 -4.013219 0.02 0.02 0.03
C -0.113113 -2.700955 -3.143171 -0.02 -0.01 -0.03
C 1.063049 -3.359865 -2.790535 0.03 -0.01 0.01
C 2.033136 -2.735895 -2.023699 -0.02 0.05 -0.02
C 1.808484 -1.441550 -1.565668 -0.05 -0.01 -0.15
C 0.649603 -0.767725 -1.918757 -0.02 -0.10 0.11
C -0.301624 -1.393325 -2.703515 -0.02 -0.04 0.03
S 3.058331 -0.587046 -0.659803 0.09 -0.07 -0.04
O 4.305066 -0.992230 -1.227572 0.01 0.02 0.03
O 2.693103 0.808851 -0.586239 0.06 0.06 -0.02
N 2.991139 -1.097940 0.904338 -0.12 -0.07 0.08
C 2.424537 -2.388690 1.284217 0.17 0.14 0.05
C 0.905619 -2.379985 1.640084 -0.06 -0.04 -0.10
C 0.206217 -1.069308 1.391925 0.20 -0.10 0.03
O -0.883621 -1.011212 0.746262 -0.19 0.21 -0.07
O 0.724421 -0.018323 1.847738 -0.08 -0.10 -0.01
H -0.876208 -4.398384 -4.230913 0.00 -0.01 0.00
H -1.243214 -2.836147 -4.961594 0.00 0.00 -0.01
H -2.123064 -3.359881 -3.532855 0.00 0.00 0.00
H 1.233771 -4.368768 -3.144795 0.01 0.00 -0.01
H 2.971428 -3.232401 -1.815290 0.02 0.00 0.01
H 0.520702 0.256279 -1.600685 0.00 0.01 -0.04
H -1.196076 -0.852182 -2.990007 0.02 -0.03 0.03
H 2.604713 -0.337235 1.453253 0.05 -0.02 0.00
H 2.982579 -2.753314 2.145069 0.01 0.01 0.00
H 2.606914 -3.095794 0.481322 -0.04 -0.03 -0.02
H 0.798864 -2.556337 2.713112 -0.03 -0.04 -0.01
H 0.378880 -3.173625 1.114414 0.00 0.02 0.00
```
Positions in Å, forces in eV/Å.

The gap between HOMO and LUMO (alpha / beta) comes out at 5.285 / 5.591 eV. The charge is +1. The value obtained for the energy above the lowest of the compared OMol25 structures with the same formula, charge and spin is 19.6 kcal per mole.

# 3
Here is 7 unconnected molecules or ions with the total composition C20H50O9 from the Open Molecules 2025 dataset. Energies are from ωB97M-V/def2-TZVPD.

XYZ file:
```
79
Properties=species:S:1:pos:R:3:forces:R:3
C -2.253221 -2.487173 0.490287 -0.40 -0.09 -0.16
C -1.568456 -1.118145 -0.138326 -1.80 0.37 0.40
O -0.724929 -1.351886 -1.320534 0.47 -0.97 2.43
C 0.457867 -2.171252 -1.014491 1.79 0.07 -0.68
C 1.607457 -1.379693 -0.111144 0.93 -1.30 -0.19
C 1.395253 -1.540099 1.506302 -2.05 2.48 -0.14
C 1.462357 -0.041752 2.184959 1.39 -1.79 1.85
C 1.291734 -0.518522 3.762405 -0.92 -0.12 -0.91
C 1.950178 -2.054088 3.729949 -0.20 -1.42 3.89
O 2.029557 -2.833225 4.811465 0.03 4.46 -7.64
O 2.340438 -2.333025 2.307839 -1.37 0.54 2.98
H -2.954449 -3.001798 -0.327263 1.63 1.23 1.74
H -2.943908 -2.221985 1.426595 1.60 -0.42 -2.07
H -1.470589 -3.286591 0.833439 -1.44 1.60 -0.60
H -1.049649 -0.460670 0.704583 -0.70 -1.55 -1.76
H -2.486646 -0.454949 -0.515598 2.11 -1.42 0.61
H 0.228582 -3.223141 -0.554303 0.21 2.12 -0.78
H 0.990343 -2.385072 -2.061448 -1.43 0.52 2.24
H 1.759052 -0.249201 -0.460079 -0.59 -2.53 0.99
H 2.639814 -1.914922 -0.380596 -2.17 1.06 0.58
H 0.346198 -1.976894 1.785533 1.74 0.69 -0.99
H 0.681343 0.775419 1.868373 1.78 -1.78 0.39
H 2.619918 0.206936 2.080107 -2.61 0.19 -0.12
H 0.133975 -0.604647 3.966489 2.23 -0.22 -0.33
H 1.667817 0.223059 4.592088 -0.22 -1.87 -1.67
C 3.671675 -5.148472 0.429847 0.11 0.11 0.18
C 2.367931 -5.732059 -0.074150 0.39 0.02 -0.07
O 1.959103 -5.057822 -1.255045 -0.02 0.09 -0.48
H 3.559428 -4.079514 0.638743 -0.06 -0.20 0.09
H 3.998441 -5.654478 1.342579 0.04 0.08 -0.07
H 4.457122 -5.244275 -0.326918 -0.02 -0.14 0.06
H 1.580551 -5.614578 0.676196 0.00 0.05 -0.23
H 2.475438 -6.797878 -0.297620 -0.02 -0.07 0.20
H 2.661196 -5.175308 -1.917679 -0.40 0.07 0.35
C 1.370672 2.745722 -2.613359 -0.19 -0.01 0.02
C 2.271410 2.650426 -1.399308 0.03 0.09 -0.40
O 2.934652 1.394977 -1.384767 0.38 -0.22 -0.11
H 0.629282 1.939989 -2.606570 0.19 0.20 0.16
H 0.848440 3.706249 -2.637087 0.00 -0.08 -0.06
H 1.950769 2.636901 -3.535554 0.01 0.12 0.05
H 1.685067 2.737605 -0.479858 0.17 -0.16 -0.05
H 3.023770 3.445023 -1.405479 -0.12 0.15 0.09
H 3.459085 1.331017 -2.201284 -0.28 -0.01 0.45
C -1.733644 1.827422 -3.798919 0.07 0.14 -0.09
C -2.272963 0.424843 -3.608551 0.06 0.20 -0.10
O -3.588960 0.479056 -3.078018 -0.50 0.05 0.00
H -1.722601 2.367913 -2.846733 0.04 -0.11 -0.08
H -0.717858 1.803132 -4.203250 -0.16 0.06 -0.05
H -2.371379 2.398274 -4.481722 0.07 -0.05 -0.04
H -1.645401 -0.134879 -2.908791 -0.28 0.04 -0.10
H -2.299336 -0.117782 -4.558462 0.19 -0.03 -0.05
H -4.140086 0.970723 -3.710745 0.24 -0.22 0.37
C -5.168121 2.872176 -0.670999 0.06 -0.21 0.08
C -4.888191 4.139886 -1.451310 -0.14 -0.22 0.19
O -5.683504 4.171250 -2.627212 -0.40 0.12 -0.30
H -4.953579 1.989122 -1.281816 0.11 0.15 0.08
H -4.559463 2.830427 0.236575 -0.09 -0.04 -0.02
H -6.224789 2.815781 -0.389803 0.07 0.08 0.11
H -3.836372 4.181657 -1.749165 -0.21 0.10 -0.13
H -5.112605 5.027394 -0.851782 0.17 0.03 0.14
H -6.615686 4.142275 -2.351496 0.51 0.00 -0.18
C 5.010233 -4.286079 6.784039 0.18 0.19 -0.02
C 4.470915 -5.688658 6.974407 -0.18 0.32 -0.14
O 3.154918 -5.634444 7.504940 -0.36 -0.03 -0.04
H 5.021277 -3.745587 7.736225 0.05 -0.15 -0.08
H 6.026021 -4.310369 6.379707 -0.05 0.06 0.00
H 4.372499 -3.715226 6.101235 0.09 -0.11 -0.03
H 5.098477 -6.248379 7.674167 -0.25 0.00 -0.01
H 4.444542 -6.231282 6.024495 0.22 -0.04 -0.04
H 2.603791 -5.142776 6.872213 0.28 -0.20 0.31
C -3.506590 7.473057 -3.677279 -0.26 0.03 -0.06
C -2.605851 7.377761 -2.463227 0.02 0.01 -0.38
O -1.942609 6.122312 -2.448687 0.38 -0.31 -0.07
H -4.247979 6.667324 -3.670490 0.07 0.11 0.09
H -4.028821 8.433582 -3.701007 0.04 -0.06 -0.08
H -2.926492 7.364236 -4.599474 0.00 0.13 0.06
H -3.192194 7.464940 -1.543777 0.18 -0.17 -0.06
H -1.853492 8.172357 -2.469398 -0.12 0.16 0.07
H -1.418177 6.058351 -3.265204 -0.31 0.01 0.44
```
Positions in Å, forces in eV/Å.

As for the SMILES: CCOCC[C@@H]1CCC(=O)O1.CCO.CCO.CCO.CCO.CCO.CCO. The gap between HOMO and LUMO comes out at 10.330 eV.